A structure of composition C16H21BClN5O2S6SbZr. Source: the OMol25 dataset; level of theory: ωB97M-V/def2-TZVPD.

CARTESIAN COORDINATES (ANGSTROEM)
Zr 0.922 -0.171 0.418
S 3.937 -1.007 -2.686
Sb 2.929 -2.349 -1.145
S 3.080 -1.332 1.045
S 0.530 -1.770 -1.383
S 3.127 -4.568 -1.036
C -0.127 -4.340 4.288
N -0.722 -4.577 2.981
C -2.760 -2.879 3.687
C -3.385 -1.311 0.785
N -3.776 -0.420 0.150
B -3.909 0.866 -0.682
N -2.831 0.784 -1.836
C -3.113 0.362 -3.111
C -1.981 0.444 -3.847
N -1.002 0.926 -3.008
C 0.346 1.253 -3.428
C -1.535 1.092 -1.777
S -0.731 1.708 -0.362
C -2.481 -5.311 -0.301
S -1.556 -4.678 -1.330
H 0.329 -3.347 4.385
H 0.660 -5.087 4.391
H -0.835 -4.475 5.117
H -2.341 -2.565 4.629
H -3.597 -2.377 3.224
H -3.680 1.821 0.008
H -4.984 0.925 -1.229
H -4.106 0.054 -3.382
H -1.779 0.219 -4.879
H 0.304 1.674 -4.432
H 0.988 0.372 -3.420
H 0.732 2.003 -2.746
N 2.594 1.180 -0.637
C 2.551 2.611 -0.511
C 2.743 3.440 -1.604
C 2.656 4.817 -1.448
C 2.394 5.367 -0.203
C 2.226 4.532 0.894
C 2.304 3.158 0.743
H 2.799 0.845 -1.589
H 3.388 0.816 -0.105
H 2.973 3.011 -2.572
H 2.801 5.460 -2.306
H 2.322 6.440 -0.086
H 2.023 4.950 1.872
H 2.163 2.508 1.602
Cl -1.723 -3.403 2.570
C -0.405 -1.945 1.964
C -0.099 -0.884 2.987
O -0.347 -0.937 4.159
O 0.520 0.144 2.391
H -1.010 -1.542 1.141
H 0.474 -2.510 1.650

Results
* E_tot: -4208.0182 Eh
* orbital gap: 7.203 eV
* relative energy (zero: lowest compared OMol25 entry of this formula, charge and spin): 297.6 kcal per mole
* net charge: -1
* E_LUMO: 1.5 eV
* multiplicity: 1
* E_HOMO: -5.69 eV


A cluster of 9 separate species, C39H55N9O13 in total at a distorted geometry. Source: the OMol25 dataset; level of theory: ωB97M-V/def2-TZVPD.

CARTESIAN COORDINATES (ANGSTROEM)
O -0.020 1.093 -3.313
N 0.778 0.800 -4.192
O 1.854 1.417 -4.229
C 0.573 -0.167 -5.150
C -0.247 -1.475 -4.758
C -0.491 -2.522 -5.919
C 0.103 -2.375 -7.232
C 0.906 -1.254 -7.564
C 1.135 -0.105 -6.549
H -1.030 -1.336 -3.946
H -1.093 -3.481 -5.951
H 0.004 -3.072 -8.100
H 1.435 -1.191 -8.557
H 1.643 0.837 -6.862
O -3.910 -3.997 2.522
N -3.977 -2.959 3.129
O -4.812 -2.061 2.816
C -3.050 -2.679 4.153
C -1.760 -3.569 4.286
C -0.773 -3.222 5.417
C -1.063 -2.138 6.363
C -2.232 -1.309 6.267
C -3.230 -1.506 5.198
H -1.607 -4.462 3.520
H 0.158 -3.737 5.347
H -0.411 -1.932 7.147
H -2.696 -0.609 7.046
H -4.277 -0.873 5.152
O -7.377 -2.547 -2.597
N -7.334 -1.337 -3.143
O -7.994 -1.076 -4.210
C -6.120 -0.605 -2.820
C -4.934 -1.213 -2.028
C -3.765 -0.312 -1.446
C -3.869 1.169 -1.895
C -4.887 1.711 -2.549
C -6.166 0.895 -2.993
H -4.818 -2.216 -1.798
H -3.047 -0.742 -0.865
H -3.004 1.745 -1.511
H -4.791 2.681 -2.822
H -7.153 1.354 -3.589
O 2.505 -1.827 5.189
N 2.429 -0.761 4.364
O 2.521 -1.014 3.208
C 2.057 0.564 4.827
C 2.573 1.778 4.002
C 1.806 3.061 4.308
C 1.137 3.238 5.765
C 1.141 2.159 6.652
C 1.617 0.781 6.315
H 3.269 1.594 3.078
H 1.652 3.855 3.482
H 0.691 4.163 5.927
H 0.890 2.186 7.614
H 1.517 0.038 7.125
C -2.622 2.753 1.630
N -2.722 2.549 2.989
C -1.514 2.522 3.818
C -3.861 2.363 3.564
O -4.088 2.261 4.821
H -1.626 2.644 1.233
H -2.977 3.848 1.459
H -3.063 2.050 0.927
H -0.643 2.464 3.280
H -1.329 1.633 4.348
H -1.377 3.370 4.352
H -4.667 2.340 2.809
C 4.873 0.984 -2.369
N 4.482 1.138 -1.001
C 3.346 0.383 -0.493
C 5.252 1.840 -0.118
O 4.795 1.911 1.083
H 4.916 1.875 -2.944
H 4.222 0.275 -3.179
H 5.897 0.538 -2.594
H 3.133 0.360 0.488
H 3.642 -0.776 -0.503
H 2.473 0.660 -1.035
H 6.217 2.102 -0.501
C 2.976 -4.001 -4.920
N 2.508 -5.149 -4.040
C 3.314 -6.391 -4.187
C 1.658 -4.818 -3.054
O 1.444 -5.702 -2.208
H 3.851 -3.716 -4.403
H 2.215 -3.221 -5.198
H 3.526 -4.484 -5.736
H 3.945 -6.429 -3.272
H 4.001 -6.553 -5.167
H 2.715 -7.266 -4.159
H 1.102 -4.020 -3.009
C -0.742 -1.017 2.166
N -0.107 -1.015 0.825
C -0.187 0.237 0.121
C 0.538 -2.037 0.238
O 1.042 -1.987 -0.848
H -0.286 -1.769 2.792
H -1.615 -1.015 2.295
H -0.550 -0.092 2.583
H 0.859 0.695 -0.049
H -0.610 0.932 0.601
H -0.421 0.156 -0.771
H 0.693 -2.750 0.849
C 2.186 4.420 -1.898
N 1.920 5.063 -0.553
C 1.922 4.122 0.576
C 1.512 6.317 -0.361
O 0.950 6.645 0.618
H 2.170 3.385 -2.168
H 3.097 4.528 -2.481
H 1.653 4.859 -2.780
H 1.123 3.243 0.690
H 1.838 4.765 1.585
H 2.957 3.731 0.821
H 1.588 6.810 -1.193

Results
* E_tot: -2988.7456 Eh
* orbital gap: 7.286 eV
* relative energy (zero: lowest compared OMol25 entry of this formula, charge and spin): 558.2 kcal per mole
* SMILES string: O=[N+]([O-])c1ccccc1.O=[N+]([O-])c1ccccc1.O=[N+]([O-])c1ccccc1.O=[N+]([O-])c1ccccc1.CN(C)C=O.CN(C)C=O.CN(C)C=O.CN(C)C=O.CN(C)C=O
* E_LUMO: -1.7 eV
* multiplicity: 1
* E_HOMO: -8.96 eV


A structure of composition C39H31F2MnN6O3S at a distorted geometry. Source: the OMol25 dataset; level of theory: ωB97M-V/def2-TZVPD.

CARTESIAN COORDINATES (ANGSTROEM)
Mn 0.289 0.184 0.458
O 1.730 -0.348 7.347
C 0.568 -0.186 6.930
O -0.501 0.007 7.536
C 0.433 -0.222 5.388
C -0.795 -0.093 4.763
C -0.881 -0.162 3.380
N 0.193 -0.293 2.600
C 1.380 -0.409 3.197
C 1.538 -0.396 4.574
C 2.548 -0.467 2.282
C 3.816 -0.853 2.703
C 4.861 -0.821 1.799
C 4.616 -0.404 0.500
C 3.322 -0.061 0.152
N 2.313 -0.097 1.024
C -2.217 -0.132 2.722
C -3.221 0.716 3.184
C -4.459 0.676 2.571
C -4.667 -0.222 1.534
C -3.606 -1.026 1.146
N -2.405 -0.979 1.713
H -1.672 0.019 5.387
H 2.503 -0.486 5.054
H 3.970 -1.179 3.721
H 5.856 -1.119 2.106
H 5.406 -0.350 -0.237
H 3.059 0.250 -0.848
H -3.013 1.417 3.981
H -5.249 1.344 2.889
H -5.624 -0.298 1.035
H -3.716 -1.735 0.332
C 0.615 -5.449 -1.598
C 1.712 -4.392 -1.586
N 1.398 -3.241 -2.419
C 1.767 -3.343 -3.826
C 3.151 -2.778 -4.118
C 0.837 -2.108 -1.931
S 0.262 -2.102 -0.310
N 0.687 -1.130 -2.835
C 0.638 0.158 -2.531
O 1.050 0.710 -1.486
C 0.062 1.065 -3.588
C -0.423 0.577 -4.796
C -1.005 1.439 -5.713
C -1.106 2.795 -5.427
C -0.624 3.285 -4.220
C -0.042 2.421 -3.303
H 0.913 -6.311 -0.998
H 0.409 -5.795 -2.614
H -0.300 -5.032 -1.177
H 2.650 -4.812 -1.959
H 1.878 -4.043 -0.570
H 1.021 -2.817 -4.418
H 1.729 -4.402 -4.091
H 3.180 -1.721 -3.853
H 3.389 -2.878 -5.179
H 3.919 -3.303 -3.545
H -0.340 -0.483 -4.998
H -1.389 1.054 -6.650
H -1.557 3.470 -6.144
H -0.710 4.340 -3.989
H 0.321 2.772 -2.346
F 1.672 4.454 3.563
C 0.761 3.845 2.769
C 1.123 2.723 2.058
C 0.205 2.078 1.219
C -1.073 2.671 1.101
C -1.405 3.771 1.883
F -2.669 4.282 1.858
C -0.514 4.385 2.732
C -1.969 2.050 0.111
C -3.130 2.628 -0.416
C -3.824 1.973 -1.416
C -3.367 0.748 -1.875
C -2.217 0.237 -1.305
N -1.531 0.868 -0.355
H 2.135 2.350 2.184
H -0.796 5.231 3.341
H -3.465 3.583 -0.049
H -4.713 2.423 -1.842
H -3.877 0.202 -2.657
H -1.816 -0.724 -1.610

Results
* E_tot: -3808.1320 Eh
* orbital gap (spin up / spin down): 7.600 / 6.992 eV
* relative energy (zero: lowest compared OMol25 entry of this formula, charge and spin): 4.7 kcal per mole
* net charge: -1
* E_LUMO (spin up / spin down): 2.3 / 2.3 eV
* multiplicity: 2
* E_HOMO (spin up / spin down): -5.29 / -4.69 eV


A structure of composition C38H43F6N2O22PbS2 at a distorted geometry. Source: the OMol25 dataset; level of theory: ωB97M-V/def2-TZVPD.

CARTESIAN COORDINATES (ANGSTROEM)
Pb 1.185 -2.832 2.203
C -2.083 -0.353 4.207
C -1.207 -1.249 3.676
C -1.655 -2.660 3.291
O -0.806 -3.592 2.921
C -2.946 -3.116 3.373
C -3.950 -2.057 3.647
C -3.494 -0.654 4.293
O -4.290 0.030 4.920
O -5.155 -2.283 3.439
O 0.019 -0.876 3.639
H -1.795 0.666 4.416
H -3.279 -4.091 3.057
C 2.289 -0.227 -1.595
F 3.405 0.434 -1.825
F 1.370 0.219 -2.414
F 2.585 -1.523 -1.751
S 1.575 0.016 0.197
O 2.708 -0.191 1.096
O 0.898 1.291 0.339
N 0.486 -1.324 0.379
S -0.949 -0.902 -0.204
O -1.858 -0.670 0.863
O -0.985 0.001 -1.347
C -1.359 -2.611 -0.943
F -1.588 -3.478 0.041
F -2.417 -2.483 -1.728
F -0.333 -3.112 -1.653
C -0.053 -5.910 0.873
O 0.908 -4.880 0.714
C 1.985 -5.370 -0.065
C 3.097 -4.268 -0.016
N 3.494 -3.834 1.306
C 4.644 -2.872 1.250
C 4.769 -2.334 2.711
O 3.501 -2.053 3.321
C 3.750 -1.695 4.708
H 0.315 -6.864 1.257
H -0.496 -6.149 -0.098
H -0.844 -5.546 1.528
H 1.608 -5.586 -1.065
H 2.446 -6.234 0.424
H 2.854 -3.456 -0.696
H 3.882 -4.910 -0.438
H 3.841 -4.630 1.830
H 4.344 -2.064 0.584
H 5.540 -3.371 0.882
H 5.383 -1.430 2.735
H 5.402 -3.016 3.289
H 2.805 -1.387 5.149
H 4.405 -0.828 4.603
H 4.266 -2.495 5.238
C -4.973 -2.950 0.227
C -4.589 -3.533 -0.981
C -5.498 -3.579 -2.035
C -6.771 -3.102 -1.903
C -7.204 -2.633 -0.658
C -6.240 -2.390 0.330
O -6.680 -1.845 1.491
O -5.114 -4.125 -3.244
H -4.198 -2.839 0.972
H -3.653 -4.066 -1.073
H -7.461 -3.087 -2.737
H -8.214 -2.295 -0.478
H -6.077 -2.057 2.250
H -5.809 -4.095 -3.903
C 1.956 5.534 -0.462
C 2.153 4.306 0.162
C 3.339 3.625 0.039
C 4.386 4.224 -0.637
C 4.211 5.437 -1.295
C 2.973 6.096 -1.214
O 2.915 7.307 -1.846
O 3.691 2.501 0.748
H 0.972 5.968 -0.343
H 1.418 3.944 0.869
H 5.367 3.773 -0.706
H 5.030 5.770 -1.919
H 3.554 7.410 -2.554
H 2.862 2.175 1.120
C -1.191 5.166 1.431
C -0.804 5.843 2.573
C -0.653 5.136 3.765
C -0.694 3.771 3.791
C -0.776 3.076 2.577
C -1.068 3.773 1.409
O -1.096 3.044 0.243
O -0.517 5.843 4.957
H -1.572 5.716 0.581
H -0.816 6.925 2.577
H -0.505 3.242 4.714
H -0.573 2.016 2.506
H -0.590 2.221 0.292
H -0.227 6.739 4.771
C -1.394 -0.416 -4.387
C -1.969 0.992 -4.556
O -2.851 0.829 -5.673
C -2.706 -0.327 -6.286
O -3.189 -0.668 -7.334
O -1.684 -0.952 -5.678
H -2.000 -0.961 -3.665
H -0.325 -0.482 -4.215
H -1.216 1.700 -4.900
H -2.466 1.273 -3.630
C 1.588 3.373 -3.661
C 1.286 4.613 -4.485
O 2.634 5.009 -4.724
C 3.460 3.971 -4.754
O 4.581 3.954 -5.174
O 2.845 2.911 -4.162
H 0.733 2.709 -3.806
H 1.654 3.444 -2.574
H 0.841 5.433 -3.925
H 0.696 4.416 -5.380

Results
* E_tot: -4827.0112 Eh
* orbital gap: 6.217 eV
* relative energy (zero: lowest compared OMol25 entry of this formula, charge and spin): 0.0 kcal per mole
* net charge: -1
* E_LUMO: 1.4 eV
* multiplicity: 1
* E_HOMO: -4.86 eV


A structure of composition C18H16IN6O3RhS. Source: the OMol25 dataset; level of theory: ωB97M-V/def2-TZVPD.

CARTESIAN COORDINATES (ANGSTROEM)
Rh -0.798 0.280 1.091
N 2.831 -1.699 0.720
C 1.737 -1.332 0.063
N 0.847 -0.932 0.959
C 1.495 -1.045 2.158
N 2.701 -1.523 2.051
C 0.784 -0.634 3.357
C 1.214 -0.844 4.658
N 0.443 -0.540 5.692
C -0.762 -0.050 5.437
C -1.206 0.188 4.141
N -0.416 -0.081 3.103
H 3.693 -2.069 0.343
H 1.623 -1.364 -1.009
H 2.190 -1.273 4.851
H -1.403 0.174 6.281
H -2.181 0.608 3.950
C 3.530 1.126 -5.575
C 2.620 1.306 -4.396
C 1.935 0.221 -3.845
C 1.078 0.389 -2.773
C 0.905 1.665 -2.244
C 1.553 2.770 -2.791
C 2.411 2.576 -3.856
S -0.172 1.931 -0.917
O -0.788 3.205 -1.042
O -1.104 0.718 -0.869
O 0.513 1.741 0.436
H 3.773 0.078 -5.740
H 4.456 1.684 -5.442
H 3.049 1.506 -6.478
H 2.056 -0.761 -4.285
H 0.487 -0.441 -2.404
H 1.380 3.760 -2.391
H 2.919 3.428 -4.288
I -2.950 1.929 1.431
C -3.575 -0.060 1.212
C -4.874 -0.477 1.052
C -5.071 -1.840 0.859
C -3.982 -2.699 0.833
C -2.712 -2.183 1.003
N -2.520 -0.871 1.201
H -5.696 0.225 1.067
H -6.074 -2.223 0.724
H -4.109 -3.761 0.679
H -1.828 -2.806 0.993

Results
* E_tot: -2055.6873 Eh
* orbital gap: 7.014 eV
* relative energy (zero: lowest compared OMol25 entry of this formula, charge and spin): 0.0 kcal per mole
* net charge: +2
* E_LUMO: -7.7 eV
* multiplicity: 1
* E_HOMO: -14.68 eV


Q: Which of these has the highest multiplicity?
A: C39H31F2MnN6O3S